Record 1
A 10-piece molecular cluster, C29H57NO27 overall in a non-equilibrium geometry. Source: OMol25; level of theory: ωB97M-V/def2-TZVPD.

Geometry (Å):
C1 7.91193 0.86587 -0.84290
O1 7.67353 -0.06664 0.20340
C2 6.79373 0.29167 1.12257
O2 6.13111 1.29773 1.10887
O3 6.71640 -0.69857 2.01608
C3 6.12491 -0.40526 3.27504
H1 8.78855 0.51511 -1.38201
H2 8.19420 1.85304 -0.47264
H3 7.03909 0.95477 -1.48688
H4 5.74171 -1.33965 3.68245
H5 5.30932 0.30808 3.19004
H6 6.84232 -0.05496 4.01946
C4 -1.19004 0.40064 -7.78370
O4 -1.02937 -0.15741 -6.47181
C5 -0.88860 0.74600 -5.50139
O5 -0.59395 1.90389 -5.65799
O6 -1.08912 0.13421 -4.36457
C6 -0.94941 0.82772 -3.14591
H7 -0.49094 1.22540 -7.89200
H8 -2.23551 0.62162 -7.97490
H9 -0.87031 -0.33369 -8.52217
H10 -1.64199 1.67747 -3.17484
H11 0.01320 1.33940 -3.06677
H12 -1.16112 0.25834 -2.25181
C7 1.22155 4.16666 6.25739
O7 0.05779 3.40997 5.92632
C8 -0.67553 3.78277 4.89799
O8 -0.50909 4.79520 4.25002
O9 -1.66289 2.95168 4.73980
C9 -2.53401 3.07369 3.65040
H13 2.04329 3.68658 5.70609
H14 1.54243 3.95260 7.27207
H15 1.19633 5.18707 5.89325
H16 -3.40322 2.43384 3.74794
H17 -2.05647 2.83928 2.68726
H18 -2.82633 4.08977 3.36863
C10 -4.01010 1.84857 -4.94003
O10 -4.06705 0.70150 -4.09052
C11 -5.07167 -0.15901 -4.32804
O11 -5.98825 0.04773 -5.06606
O12 -4.93943 -1.26416 -3.63988
C12 -4.02969 -1.44709 -2.56531
H19 -4.83841 2.51917 -4.70857
H20 -4.05723 1.54182 -5.98166
H21 -3.10775 2.41819 -4.73428
H22 -3.13853 -1.86976 -3.03254
H23 -4.38194 -2.26284 -1.92816
H24 -3.85616 -0.67004 -1.82262
C13 6.72176 -4.18321 2.79953
O13 5.52671 -3.82777 2.12541
C14 5.53551 -3.70353 0.79017
O14 6.40327 -4.13083 0.07022
O15 4.38750 -3.15031 0.46944
C15 3.97947 -3.13273 -0.91253
H25 7.39305 -4.84403 2.25282
H26 6.41443 -4.66607 3.72205
H27 7.31308 -3.29495 3.02510
H28 2.89702 -3.21896 -0.97552
H29 4.38293 -4.01544 -1.40439
H30 4.32163 -2.18540 -1.32068
C16 2.70206 -0.41462 1.15592
O16 1.48673 0.30733 1.36324
C17 0.43351 -0.12556 0.71962
O17 0.38733 -0.91490 -0.18328
O18 -0.64429 0.50621 1.21238
C18 -1.88720 0.25314 0.61415
H31 2.53957 -1.45399 0.89592
H32 3.40973 -0.23229 1.95831
H33 3.19253 0.09195 0.31418
H34 -1.77194 -0.13778 -0.39546
H35 -2.55605 1.11156 0.54735
H36 -2.47386 -0.45444 1.20581
C19 -7.37181 -0.75940 1.90126
O19 -6.17510 -0.10622 1.54418
C20 -6.27278 0.99591 0.81277
O20 -7.24780 1.38466 0.23096
O21 -5.09410 1.60405 0.81672
C21 -4.93515 2.64398 -0.14010
H37 -7.10021 -1.62694 2.50052
H38 -8.02454 -1.06904 1.08727
H39 -7.95749 -0.13627 2.58344
H40 -5.74089 3.37786 -0.08768
H41 -5.00811 2.29856 -1.17397
H42 -3.97687 3.11303 0.05643
C22 -2.22290 -3.14565 1.65218
O22 -3.53639 -2.91923 1.12708
C23 -4.29926 -3.93158 0.75219
O23 -4.02934 -5.09831 0.83076
O24 -5.36043 -3.40019 0.13752
C24 -6.60641 -4.09036 -0.03706
H43 -2.09112 -2.54209 2.54425
H44 -1.57036 -2.89124 0.81878
H45 -2.10428 -4.20132 1.89640
H46 -7.13173 -4.08933 0.91166
H47 -6.36397 -5.09198 -0.40744
H48 -7.05313 -3.62416 -0.91130
C25 2.67667 -0.18274 -3.52696
O25 3.70635 0.67547 -3.13018
C26 3.36281 1.66361 -2.30773
O26 2.26152 2.01306 -1.98118
O27 4.48417 2.19270 -1.84877
C27 4.36722 3.22215 -0.84566
H49 2.09537 0.19135 -4.37673
H50 1.95422 -0.36218 -2.72174
H51 2.86164 -1.21423 -3.83938
H52 4.12013 2.62941 0.03664
H53 3.49311 3.84713 -1.02401
H54 5.28053 3.78643 -0.72484
C28 0.26288 0.42224 4.45426
C29 1.71276 0.52234 4.43848
N1 2.85306 0.62304 4.35355
H55 -0.06817 -0.52656 4.03200
H56 -0.13729 1.24574 3.87082
H57 -0.15459 0.43488 5.45970

SMILES string: COC(=O)OC.COC(=O)OC.COC(=O)OC.COC(=O)OC.COC(=O)OC.COC(=O)OC.COC(=O)OC.COC(=O)OC.COC(=O)OC.CC#N
LUMO energy, eV: 0.32
DFT total energy, eV: -87767.94962
Frontier orbital gap, Eh: 0.4075
ΔE to the lowest compared entry with this formula, charge and spin, eV: 0.000

Here are the Mulliken charges for atoms 1 to 5, given in e: C -0.5918; O -0.3590; C 0.9290; O -0.5957; O -0.2633


Record 2
C29H58BIO13P as an isolated structure. Source: OMol25; level of theory: ωB97M-V/def2-TZVPD.

Geometry (Å):
C1 -4.02235 -1.64404 -0.74980
C2 -4.10496 -2.13861 -2.18777
O1 -4.25265 -1.09972 -3.14684
C3 -3.16724 -0.21281 -3.23655
C4 -1.90360 -0.78993 -3.85167
O2 -1.13366 -1.59615 -2.95670
C5 -0.33714 -0.85216 -2.08172
C6 0.09473 -1.76006 -0.95186
O3 0.71208 -0.99847 0.10045
C7 -0.18990 -0.50285 1.05687
P1 0.39200 1.17276 1.49459
C8 0.56151 2.16646 -0.02754
C9 -0.71873 2.48550 -0.77732
O4 -0.80807 2.45329 -1.97272
O5 -1.74166 2.72433 0.05802
C10 -3.05851 2.92044 -0.48059
C11 -3.22086 4.04930 -1.43282
O6 -3.90135 2.19190 -0.06940
B1 2.22249 0.94170 2.24931
O7 2.60672 1.78338 3.24708
O8 2.97022 -0.09318 1.81313
C12 -0.57966 1.92189 2.85218
I1 -0.27523 4.04202 2.84573
C13 -2.04730 1.50748 2.98341
C14 -2.20878 0.09356 3.58387
H1 -4.81429 -0.91422 -0.57785
H2 -4.19941 -2.49661 -0.10171
H3 -3.05439 -1.19010 -0.52104
H4 -5.00645 -2.74265 -2.28045
H5 -3.25835 -2.78709 -2.42629
H6 -3.48588 0.60875 -3.87998
H7 -2.93346 0.22444 -2.25500
H8 -2.17037 -1.42134 -4.69729
H9 -1.30309 0.04421 -4.23088
H10 0.54681 -0.44282 -2.58895
H11 -0.91808 -0.02721 -1.66130
H12 0.83253 -2.48188 -1.29475
H13 -0.76597 -2.30661 -0.56013
H14 -1.23164 -0.48821 0.72002
H15 -0.12692 -1.08882 1.97948
H16 1.13718 1.54413 -0.71757
H17 1.14245 3.06630 0.16725
H18 -2.61768 4.91016 -1.15380
H19 -2.89428 3.70815 -2.41593
H20 -4.27773 4.29234 -1.47791
H21 2.49962 2.72246 3.05293
H22 3.14498 -0.07506 0.85187
H23 -0.04703 1.60309 3.74849
H24 -2.52424 2.22397 3.65100
H25 -2.56961 1.56186 2.03411
H26 -2.96883 0.09343 4.35988
H27 -1.27294 -0.29741 3.98278
H28 -2.53273 -0.61027 2.81598
C15 5.73345 -1.81113 1.33346
C16 5.52496 -1.56472 -0.13695
O9 4.63848 -0.82491 -0.52709
C17 6.45069 -2.25970 -1.08626
H29 5.00025 -1.23283 1.88741
H30 5.61912 -2.87056 1.56832
H31 6.73534 -1.50206 1.63683
H32 6.37180 -3.34130 -0.96228
H33 7.47446 -1.95501 -0.86817
H34 6.20536 -1.99404 -2.11160
C18 -6.27183 -2.90523 2.48213
C19 -6.69008 -3.81928 1.35386
O10 -6.10150 -3.83462 0.29815
C20 -7.87995 -4.70833 1.61233
H35 -5.41007 -2.31484 2.17827
H36 -7.09365 -2.23737 2.74511
H37 -6.01775 -3.49387 3.36524
H38 -8.75690 -4.10238 1.84602
H39 -7.68229 -5.36017 2.46499
H40 -8.08246 -5.31379 0.73292
C21 7.63931 2.07210 -1.45844
C22 8.14368 1.23155 -0.31230
O11 8.55373 0.10656 -0.48410
C23 8.11207 1.86121 1.05910
H41 7.71364 1.51029 -2.38591
H42 6.59830 2.35126 -1.28584
H43 8.22851 2.98691 -1.53993
H44 7.08823 2.13524 1.32131
H45 8.71848 2.76812 1.06879
H46 8.50057 1.16109 1.79459
C24 -0.85482 3.75283 -5.03722
C25 -1.78285 3.25472 -6.12124
O12 -2.36788 2.20331 -5.99547
C26 -1.94412 4.11889 -7.34496
H47 -0.84571 3.02773 -4.22978
H48 0.15680 3.88130 -5.42568
H49 -1.19989 4.71682 -4.65680
H50 -0.97858 4.26005 -7.83342
H51 -2.32702 5.10104 -7.06245
H52 -2.63497 3.64708 -8.03868
C27 1.09697 -2.83180 6.00563
C28 1.59883 -2.08902 4.79860
O13 0.86632 -1.34828 4.17190
C29 3.03533 -2.30596 4.40905
H53 0.05157 -2.59347 6.18359
H54 1.20389 -3.90669 5.85129
H55 1.68700 -2.55698 6.88143
H56 3.20716 -3.36349 4.20356
H57 3.69056 -2.00928 5.22918
H58 3.26722 -1.71932 3.52179

Total charge: +1
LUMO energy, eV: -2.90
DFT total energy, eV: -75693.13212
Frontier orbital gap, Eh: 0.2931

Here are the Mulliken charges for atoms 1 to 5, given in e: C 0.0200; C -0.4819; O -0.5155; C 0.3093; C -0.6255